1.
14
Properties=species:S:1:pos:R:3 method="wB97M-V/def2-TZVPD" de_lowest_kcal_mol=109.8 spin_multiplicity=1 orbital_gap_ev=8.2 total_charge=0 e_tot_ha=-412.0339 max_force_ha_per_bohr=0.0783
O -0.402 -1.224 -0.008
N 0.607 -0.230 0.054
N -2.923 -0.512 0.112
N -1.175 1.176 0.068
N 1.032 2.012 -0.062
C 1.934 -0.586 -0.122
C 0.273 1.003 -0.085
C -1.823 0.179 0.028
H -2.695 -1.374 0.543
H -3.801 -0.052 0.316
H 2.020 1.748 -0.169
H 1.961 -1.662 -0.355
H 2.330 -0.075 -1.038
H 2.664 -0.403 0.718


2.
18
Properties=species:S:1:pos:R:3 method="wB97M-V/def2-TZVPD" de_lowest_kcal_mol=41.1 spin_multiplicity=1 orbital_gap_ev=9.8 total_charge=0 smiles=OCCNCO.O e_tot_ha=-401.3476 max_force_ha_per_bohr=0.0296
O 1.528 1.869 -0.408
O -0.633 0.174 0.598
O -2.852 -1.171 3.945
N 1.054 0.031 -1.839
C -0.968 -0.571 -0.568
C 0.272 -1.038 -1.292
C 2.053 0.689 -1.064
H -2.824 -1.545 3.052
H 2.355 0.017 -0.268
H 0.869 -1.488 -0.506
H 0.019 -1.781 -2.041
H 0.668 0.649 -2.535
H 2.893 0.988 -1.704
H -1.690 -0.034 -1.180
H 2.054 2.633 -0.661
H -0.167 0.972 0.276
H -1.617 -1.404 -0.237
H -2.869 -0.224 3.768


3.
56
Properties=species:S:1:pos:R:3 method="wB97M-V/def2-TZVPD" de_lowest_kcal_mol=5.5 spin_multiplicity=2 orbital_gap_ev="6.5 / 6.5" total_charge=-1 e_tot_ha=-2539.1931 s2=0.76 max_force_ha_per_bohr=0.0130
Sn -0.683 -1.271 -1.560
S -0.923 0.530 2.092
S 0.654 -3.007 -2.219
P -0.248 -1.001 1.051
O 0.630 3.636 -0.759
O -3.087 -2.167 0.100
O -0.711 -2.315 1.896
O 1.380 -1.117 1.140
O -0.666 3.013 -3.027
O -3.688 -2.076 -2.057
O 1.118 0.965 -1.272
N 3.277 1.393 -0.763
N -2.352 1.978 -1.935
C -1.250 2.782 -1.985
C -0.759 3.410 -0.674
C -4.416 -2.582 0.422
C 1.950 1.667 -0.719
C -0.392 -3.613 1.371
C 0.028 -4.501 2.522
C -3.230 1.809 -0.793
C -2.845 1.422 -3.180
C 2.014 -1.021 2.420
C 4.302 2.302 -0.295
C 2.802 0.266 2.534
C -2.826 -1.952 -1.221
C 1.392 2.822 0.105
C 3.723 0.244 -1.536
H 0.754 2.298 0.825
H -3.239 0.419 -3.011
H 2.875 -0.403 -1.744
H -3.641 2.047 -3.602
H -2.764 2.135 0.131
H 2.131 1.121 2.455
H 5.220 1.734 -0.145
H -4.163 2.364 -0.942
H 2.677 -1.887 2.503
H 1.267 -1.084 3.215
H -1.283 -4.003 0.875
H 0.230 -5.512 2.161
H -2.025 1.367 -3.888
H 4.464 -0.314 -0.960
H -0.974 2.764 0.178
H 0.397 -3.543 0.619
H 0.932 -4.115 2.995
H 4.037 2.749 0.661
H 4.174 0.560 -2.482
H 3.306 0.309 3.503
H 4.511 3.100 -1.015
H -0.759 -4.550 3.276
H -4.729 -3.405 -0.221
H -1.277 4.365 -0.541
H 2.102 3.439 0.653
H -4.385 -2.893 1.463
H -3.467 0.750 -0.664
H 3.550 0.328 1.743
H -5.117 -1.756 0.298


4.
10
Properties=species:S:1:pos:R:3 method="wB97M-V/def2-TZVPD" de_lowest_kcal_mol=19.7 spin_multiplicity=1 orbital_gap_ev=10.4 total_charge=0 smiles="C=C=C[SiH3]" e_tot_ha=-407.2851 max_force_ha_per_bohr=0.0942
Si 1.729 0.215 0.033
C -1.022 -0.357 0.165
C -2.141 0.358 -0.104
C 0.228 -0.938 0.383
H 2.715 -0.126 -1.020
H 1.062 1.436 -0.349
H 2.652 0.279 1.240
H -2.936 0.509 0.604
H 0.009 -2.057 0.175
H -2.296 0.682 -1.128


5.
95
Properties=species:S:1:pos:R:3 method="wB97M-V/def2-TZVPD" de_lowest_kcal_mol=0.0 spin_multiplicity=3 orbital_gap_ev="3.9 / 3.9" total_charge=0 e_tot_ha=-4126.4330 s2=2.00 max_force_ha_per_bohr=0.0491
Pr -0.431 -0.776 1.086
Cl -1.250 -0.435 -1.542
Cl -1.196 -1.127 3.599
Cl 0.139 1.721 0.739
P -3.505 -3.030 0.848
Si -1.657 3.018 1.082
O 1.771 -0.041 1.988
O 1.027 -2.481 0.143
O 1.334 3.729 -0.514
O -2.689 -1.768 0.875
N 2.283 -3.031 -1.687
N -4.396 -3.201 2.231
N 3.301 1.649 2.233
N -4.361 -3.098 -0.566
N -2.605 -4.441 0.821
C 1.372 5.783 -1.969
C 1.496 3.192 -1.794
C 1.177 -2.593 -1.115
C -1.675 -4.586 1.953
C -1.636 4.548 0.087
C 2.159 4.568 -1.533
C 2.333 1.992 -2.010
C 2.470 2.446 3.132
C 2.314 -3.159 -3.140
C 4.014 -0.112 -2.711
C -3.045 1.795 0.685
C -5.236 -4.211 -0.923
C -1.798 3.014 2.948
C 2.112 1.292 -3.205
C 3.560 4.579 -1.512
C -4.499 -1.916 -1.410
C 4.681 2.103 2.054
C 4.431 5.767 -1.482
C 3.400 1.651 -1.169
C 2.881 0.480 1.731
C -1.929 -4.737 -0.449
C -4.776 -2.022 3.005
C -5.138 -4.422 2.553
C 2.957 0.251 -3.558
C 3.432 -3.515 -0.923
C 4.257 0.621 -1.546
H 5.476 5.421 -1.511
H 1.931 3.218 2.569
H 5.017 2.588 2.980
H 3.274 -2.814 -3.530
H 0.586 3.249 -2.412
H -4.770 -5.178 -0.704
H -1.019 -4.131 -0.578
H -6.133 -4.464 2.079
H 3.587 2.290 -0.304
H 2.157 -4.205 -3.440
H 1.251 1.596 -3.809
H -2.451 2.186 3.279
H 2.775 -0.270 -4.497
H -1.654 -5.796 -0.421
H -2.606 -4.556 -1.289
H 0.969 6.366 -1.133
H 5.324 1.246 1.818
H 1.971 6.469 -2.577
H -2.161 -4.305 2.893
H -5.360 -2.359 3.870
H -1.322 4.327 -0.941
H 0.384 -2.275 -1.819
H 1.511 -2.540 -3.555
H -2.275 3.944 3.277
H -5.110 -1.141 -0.925
H -5.299 -4.442 3.639
H -4.992 -2.212 -2.344
H 3.313 -3.263 0.135
H 5.134 0.415 -0.933
H -5.413 -4.163 -2.005
H -3.866 2.344 0.202
H -0.846 2.900 3.480
H -0.761 -3.979 1.824
H -3.504 -1.506 -1.640
H -0.972 5.299 0.533
H 4.262 6.249 -0.512
H -5.397 -1.332 2.412
H 4.725 -0.881 -3.021
H -6.215 -4.155 -0.423
H -4.572 -5.322 2.282
H -3.877 -1.497 3.356
H 3.605 -0.024 1.075
H 4.347 -3.052 -1.317
H 1.758 1.800 3.652
H 0.503 5.473 -2.565
H 3.548 -4.601 -1.047
H 4.141 3.663 -1.608
H -2.660 4.954 0.052
H 4.760 2.834 1.233
H 4.269 6.522 -2.272
H -1.380 -5.639 1.987
H 3.139 2.936 3.847
H -3.460 1.340 1.602
H -2.721 0.978 0.019


6.
8
Properties=species:S:1:pos:R:3 method="wB97M-V/def2-TZVPD" de_lowest_kcal_mol=29.1 spin_multiplicity=1 orbital_gap_ev="9.2 / 9.2" total_charge=0 e_tot_ha=-333.5015 max_force_ha_per_bohr=0.0343
O 0.642 -1.405 -1.560
N -0.980 0.333 0.741
N -1.013 -0.716 -0.065
N 0.147 0.982 0.855
N 0.935 0.253 0.095
C 0.219 -0.754 -0.634
H 1.907 0.500 -0.027
H -1.857 0.807 0.595